82
Properties=species:S:1:pos:R:3:forces:R:3 method="wB97M-V/def2-TZVPD" charge=+1 homo_ev=-8.226 relative_energy_kcal_mol=20.1 homo_lumo_gap_ev=4.906 lumo_energy_ev=-3.320 e_tot_ha=-2839.6385
Mg 9.947725 12.033785 10.559224 0.89 -0.53 0.08
C 6.622098 14.977269 10.176355 0.52 0.41 -1.17
C 7.556977 13.833525 9.968899 0.52 -2.93 2.29
N 7.890137 12.876087 10.872306 -0.19 1.58 -3.38
N 7.165788 12.615584 11.973764 -1.74 1.71 0.33
C 7.611574 11.794142 12.963544 1.32 -0.76 0.73
N 6.804699 11.670729 14.034580 -0.70 0.97 -1.60
S 9.098574 11.002630 12.919035 -0.89 0.31 0.04
C 8.213373 13.610343 8.627952 1.05 1.21 -1.07
C 7.766313 14.207252 7.396097 -0.38 0.37 1.17
C 8.363026 13.866320 6.180946 -0.59 -0.06 0.26
C 9.346546 12.917977 6.174435 1.16 -1.26 0.41
C 9.829529 12.484499 7.412795 0.43 -1.24 1.58
N 9.339451 12.851738 8.642243 -1.14 0.04 -2.17
H 7.120524 15.706994 10.806150 0.25 0.09 0.16
H 6.537151 15.449041 9.183991 -0.28 0.05 0.68
H 5.634900 14.833256 10.571761 -0.49 -0.62 0.17
H 6.249933 13.105605 12.047332 1.03 -0.55 0.21
H 5.890860 12.042000 14.039937 -0.97 0.59 -0.29
H 7.008820 11.240132 14.880428 1.22 -1.16 1.11
H 6.959387 14.974258 7.376908 0.66 -0.91 0.14
H 8.026764 14.229308 5.218082 -0.27 0.36 0.26
H 9.741928 12.441056 5.249243 -0.26 0.70 0.86
H 10.591998 11.662638 7.507938 -0.51 1.22 -0.31
C 14.829484 16.176943 8.190062 0.56 0.68 -1.78
C 14.197989 14.919068 8.624254 -0.51 0.11 1.55
C 14.033252 13.824512 7.829591 -0.02 -0.32 -1.57
C 13.321099 12.729056 8.234465 -0.34 -0.90 1.79
C 12.643769 12.682429 9.489274 0.31 1.51 1.30
N 11.932305 11.604795 9.965884 -0.83 -0.45 -0.44
C 12.442056 10.361361 9.664163 0.25 -1.02 0.92
C 13.836396 10.085650 9.890855 -0.77 0.10 0.15
C 14.420939 8.876824 9.591584 1.59 -0.35 -0.36
C 13.739339 7.931430 8.825087 -1.38 -0.47 0.34
C 14.294684 6.627126 8.234624 -0.02 2.32 -1.10
C 12.351379 8.133196 8.766884 0.82 -0.79 -0.37
C 11.670843 9.185646 9.355372 1.69 1.25 -0.38
N 10.293430 9.030314 9.515607 -4.05 -0.82 0.68
C 9.518822 7.845031 9.394256 0.88 2.23 -0.01
C 8.196067 8.108923 9.663934 -0.14 0.78 -0.01
C 8.204969 9.473575 10.051947 1.99 -0.36 -1.16
N 9.446404 10.031036 9.949976 -0.90 -1.55 -0.37
C 12.736079 13.881859 10.353939 2.22 -0.95 -4.00
C 13.599594 14.895000 9.898073 -0.29 -0.27 0.53
N 12.244252 13.968368 11.628936 -2.87 -0.68 2.10
C 12.615723 14.839464 12.612477 -0.22 -1.24 0.22
C 11.763339 14.647912 13.687411 -0.79 0.03 -0.68
C 10.798934 13.688789 13.258551 1.20 0.96 -1.36
N 11.027776 13.259939 11.998647 2.42 2.45 0.97
H 14.006819 16.768407 7.744416 0.46 0.35 0.51
H 15.318110 16.678557 9.027563 -0.14 0.25 -0.24
H 15.552628 16.090593 7.322254 -0.56 -0.26 1.16
H 14.395503 13.778938 6.791071 0.28 0.27 0.61
H 13.499925 11.794911 7.712543 -0.65 0.03 -0.22
H 14.425143 10.830447 10.429936 -0.29 -0.03 -0.30
H 15.478042 8.679474 9.911607 -1.03 0.31 -0.46
H 15.359458 6.579412 8.430315 0.12 -0.32 -0.14
H 13.767675 5.800699 8.611734 -0.43 -1.21 0.77
H 14.083332 6.626845 7.134390 0.52 0.03 0.76
H 11.771565 7.413238 8.203726 -0.05 -0.21 0.18
H 9.982567 6.952208 9.103802 0.49 -0.94 -0.29
H 7.295439 7.467791 9.499488 1.26 0.59 0.46
H 7.368842 10.084007 10.276500 -0.46 0.48 0.38
H 13.861103 15.662608 10.641152 -0.27 0.07 -0.81
H 13.524489 15.447389 12.565860 -0.60 -0.40 -0.13
H 11.744917 15.243445 14.591358 0.12 -0.38 -0.01
H 9.914833 13.381786 13.763422 -0.24 -0.33 0.33
S 9.878590 16.244393 9.720433 0.66 -0.16 0.21
C 10.523814 17.651743 10.434147 -1.13 -1.18 0.24
N 10.565731 17.814278 11.775658 0.34 1.86 -0.12
C 10.462810 19.159267 12.425734 -0.01 -0.94 -0.61
C 9.798934 20.081763 11.434800 0.87 -0.20 -1.95
C 10.754862 20.051544 10.164757 -0.65 1.15 -0.11
N 10.817274 18.687723 9.640590 0.14 0.38 0.74
H 10.535788 17.067219 12.431455 -0.27 -0.97 -0.38
H 11.479237 19.444226 12.766790 -0.83 0.32 -0.01
H 9.737231 19.032611 13.211395 0.27 -0.09 0.88
H 9.671760 21.096717 11.786264 0.24 0.19 0.19
H 8.777328 19.709417 11.161072 0.92 0.13 0.19
H 11.762579 20.440554 10.451321 -0.70 -0.35 -0.17
H 10.367050 20.706091 9.341894 0.33 -0.52 0.76
H 10.728963 18.478269 8.656471 -0.16 0.27 0.14

=====

113
Properties=species:S:1:pos:R:3:forces:R:3 method="wB97M-V/def2-TZVPD" charge=-1 homo_ev=-4.681 relative_energy_kcal_mol=0.0 homo_lumo_gap_ev=6.352 lumo_energy_ev=1.671 e_tot_ha=-7098.5693
C -4.011232 5.917871 -2.047489 -0.11 0.07 -0.03
C -4.321072 4.848464 -3.110199 0.22 0.06 0.07
C -3.402245 3.613774 -3.055367 -0.03 0.15 0.24
C -3.927637 2.466810 -2.177806 -0.05 0.12 0.03
N -3.514518 2.604160 -0.785028 0.08 -0.20 -0.12
Ga -3.767273 1.007808 0.277620 -0.24 0.06 -0.31
C -5.290357 -0.091317 -0.504044 0.21 0.02 0.39
B -6.733890 0.431236 -0.255571 -0.13 -0.08 -0.24
O -6.998875 1.689522 0.237408 0.15 -0.08 0.06
O -7.884884 -0.338125 -0.519218 -0.15 0.18 0.65
C -4.175956 1.389842 2.234341 -0.11 0.16 0.39
C -3.073865 2.007902 3.001994 -0.12 -0.08 0.08
O -2.312798 2.860474 2.629922 0.20 0.06 -0.13
O -2.932644 1.508870 4.309089 -0.21 -0.65 -0.26
C -2.078569 -0.130523 0.110961 0.08 -0.06 0.17
C -1.725740 -0.772460 -1.078434 -0.09 0.09 0.02
C -0.570270 -1.536988 -1.160893 0.08 -0.08 0.01
C 0.242423 -1.627672 -0.039557 -0.09 -0.11 -0.24
N -0.043417 -1.027539 1.111679 0.16 -0.06 0.25
C -1.180806 -0.324954 1.164261 -0.05 -0.01 -0.11
H -2.985448 5.829210 -1.685373 -0.04 -0.01 0.00
H -4.672312 5.836138 -1.184459 0.11 -0.10 0.04
H -4.128350 6.927228 -2.454674 -0.04 -0.05 0.03
H -5.357302 4.519622 -2.990598 0.01 0.04 -0.16
H -4.235262 5.306638 -4.100357 -0.05 -0.03 0.02
H -3.183583 3.258820 -4.067354 -0.17 -0.04 0.00
H -2.443768 3.937313 -2.630279 0.05 -0.12 -0.17
H -5.025449 2.489598 -2.208775 0.04 -0.12 -0.04
H -3.638427 1.506867 -2.647622 0.08 0.02 0.02
H -2.519469 2.810232 -0.798185 0.00 0.10 0.15
H -5.113200 -0.264113 -1.571917 -0.09 0.01 -0.01
H -5.216873 -1.085309 -0.032543 -0.01 -0.01 -0.12
H -7.906758 1.733901 0.552967 -0.11 0.10 -0.23
H -7.762196 -1.249333 -0.242801 0.16 -0.12 -0.42
H -4.538942 0.500633 2.753041 0.00 0.08 0.03
H -5.011277 2.096892 2.181315 0.13 0.05 -0.18
H -2.036157 1.168016 4.399672 0.19 0.45 0.14
H -2.368462 -0.671156 -1.948895 0.04 -0.05 -0.01
H -0.291575 -2.062466 -2.068372 -0.03 0.04 0.00
H 1.159831 -2.212086 -0.078914 -0.05 0.04 -0.02
H -1.390239 0.128497 2.128506 0.07 0.02 0.03
C 2.273849 1.480895 0.880122 -0.20 -0.22 0.43
C 1.673276 1.954258 -0.447496 0.13 -0.20 0.18
C 1.868042 1.056694 -1.671439 0.02 0.07 0.03
F 3.186511 0.974423 -1.991149 -0.06 0.01 -0.03
F 1.218208 1.604108 -2.721892 0.04 0.00 -0.03
F 2.075176 3.210651 -0.738876 -0.10 0.04 0.05
F 0.338886 1.940287 -0.206322 -0.17 0.31 -0.30
O 3.535256 2.025844 1.250955 0.03 0.38 -0.46
C 4.678954 1.395582 0.919411 -0.04 -0.14 0.27
C 5.630398 2.303049 0.128517 -0.03 0.01 0.04
F 5.066518 2.686851 -1.026654 0.02 0.00 -0.01
F 6.756768 1.593512 -0.162802 0.02 0.03 -0.01
F 4.452618 0.240042 0.263385 0.24 -0.11 -0.10
F 5.340376 1.071312 2.067925 0.04 -0.10 -0.03
H 1.578530 1.841649 1.635039 0.05 0.03 0.03
H 2.270578 0.393745 0.939120 -0.06 0.03 -0.08
H 1.469473 0.061079 -1.481329 0.01 -0.03 -0.02
H 5.897822 3.178984 0.720928 0.02 0.00 0.00
C 4.750256 -2.776863 1.567170 0.06 0.54 -0.16
C 3.797490 -3.814442 0.963891 0.00 -0.13 0.07
C 2.511874 -4.134173 1.735547 -0.03 0.12 -0.04
F 2.811398 -4.691894 2.928393 -0.01 -0.03 0.02
F 1.794010 -5.026608 1.018332 0.00 -0.04 0.02
F 4.460291 -4.956447 0.686451 0.00 0.01 -0.03
F 3.369380 -3.278989 -0.220025 0.04 0.01 -0.04
O 5.876015 -3.282353 2.258115 -0.08 -0.44 -0.11
C 5.855203 -3.534208 3.593092 0.11 0.10 0.11
C 6.200794 -5.002583 3.883437 0.00 0.05 -0.01
F 5.289853 -5.816254 3.317458 0.01 -0.01 0.03
F 6.180559 -5.200639 5.221398 0.01 -0.03 0.00
F 4.697523 -3.184002 4.173601 -0.03 0.00 0.02
F 6.837794 -2.797356 4.173238 -0.04 0.06 0.03
H 5.171565 -2.257717 0.708365 0.02 0.00 0.01
H 4.207052 -2.032963 2.150225 -0.07 -0.12 0.08
H 1.911824 -3.232728 1.888623 -0.03 0.01 0.03
H 7.193478 -5.234620 3.494106 0.00 -0.01 0.00
C -11.244785 -4.148130 -0.343320 0.06 0.07 -0.48
C -12.503740 -4.544009 0.436355 -0.01 -0.03 0.07
C -13.219145 -3.447874 1.233662 0.01 -0.03 -0.05
F -12.428597 -2.989987 2.222742 -0.04 0.01 0.02
F -14.332879 -3.977570 1.789959 -0.01 0.02 0.03
F -12.256245 -5.598486 1.235899 -0.01 -0.02 -0.02
F -13.415544 -4.935636 -0.508728 0.00 0.01 0.00
O -10.013019 -4.454441 0.271398 -0.20 -0.22 0.38
C -9.372497 -3.555980 1.071415 0.17 0.07 -0.13
C -9.103064 -4.145286 2.463200 0.04 -0.01 -0.06
F -10.272647 -4.457369 3.058482 0.01 0.00 0.02
F -8.470813 -3.219810 3.211536 -0.01 -0.01 0.03
F -10.020464 -2.386238 1.154160 -0.01 0.03 0.04
F -8.156353 -3.307425 0.518042 0.01 0.07 0.00
H -11.269862 -4.771381 -1.235884 0.03 0.00 0.00
H -11.294645 -3.109246 -0.670294 -0.04 0.03 0.12
H -13.508803 -2.621032 0.580465 0.02 0.02 0.02
H -8.483825 -5.039762 2.377778 0.00 -0.01 0.01
C 11.581957 1.337424 -1.784870 0.05 -0.45 0.03
C 11.075273 2.324395 -0.726344 0.03 0.09 0.01
C 9.662591 2.885824 -0.908999 -0.03 -0.06 0.04
F 9.592663 3.626449 -2.034506 0.00 0.02 0.01
F 9.377260 3.685039 0.144191 -0.02 0.03 -0.02
F 11.956231 3.331500 -0.564370 0.00 -0.01 0.02
F 11.024079 1.617697 0.443597 0.00 -0.01 0.00
O 12.443235 1.872313 -2.769061 0.03 0.38 0.18
C 11.981634 2.356520 -3.954070 0.08 -0.09 -0.15
C 12.398782 3.821863 -4.151690 0.01 -0.06 -0.01
F 11.871377 4.588414 -3.179763 -0.01 0.03 -0.02
F 11.928479 4.251126 -5.343739 0.01 0.03 0.00
F 10.657125 2.201485 -4.098718 -0.04 0.01 0.00
F 12.581885 1.655960 -4.950656 -0.07 -0.05 -0.02
H 12.204233 0.637346 -1.229835 0.01 0.00 -0.03
H 10.758890 0.769963 -2.219111 -0.07 0.13 -0.02
H 8.925591 2.081983 -0.950668 -0.01 0.01 -0.02
H 13.486891 3.903936 -4.135173 0.01 0.01 0.00